[1]
Entry from OMol25: a 2-piece molecular cluster, C8H22N6 overall at a distorted geometry (ωB97M-V with the def2-TZVPD basis set).

```
36
Properties=species:S:1:pos:R:3:forces:R:3:mulliken_charge:R:1
C -1.5051 0.2758 -0.3399 -0.3 1.0 0.4 0.8586
C -2.0219 1.5757 0.3242 0.7 -3.8 -1.7 0.4508
C -1.9169 -1.0071 0.0215 -0.6 -0.6 -1.6 0.2198
C -2.9039 -1.4372 1.1796 0.4 3.0 -3.4 -1.3188
C 3.2441 0.0943 1.1498 1.2 -1.1 -2.2 -1.6523
C 1.7785 -1.6280 -0.0353 1.0 -1.3 -0.1 -1.8151
C 3.0670 0.1330 -1.3731 -2.6 -0.4 0.1 -1.7432
C 2.3460 -0.2266 -0.0732 0.2 0.6 1.1 1.3704
N -0.7144 0.4823 -1.5592 -1.8 -1.8 1.4 -0.7544
N -2.1702 2.4945 -0.5272 0.0 4.3 -3.8 -0.3137
N -1.6000 -1.9786 -0.8891 -1.4 -1.4 -0.5 -0.3659
N -2.3381 1.7601 1.5559 1.3 -3.7 0.1 -0.3134
N 1.1560 0.7225 0.0802 1.5 -1.1 -0.7 0.2894
N 0.2244 0.5002 0.8590 0.2 2.9 0.5 -0.5077
H -3.5326 -0.4887 1.2789 0.3 -1.9 0.4 0.3778
H -2.3391 -1.6689 2.0238 0.7 -0.4 1.7 0.3192
H -3.4051 -2.3069 0.7729 -0.5 0.1 0.4 0.4868
H 3.4567 1.1019 1.3055 0.2 2.0 -0.3 0.4866
H 3.0052 -0.2471 2.0933 -1.5 -1.2 1.9 0.4014
H 4.2082 -0.3847 0.9780 0.1 0.0 -0.2 0.4334
H 0.9256 -1.6581 -0.6730 -0.3 -0.4 -1.1 0.4758
H 1.3798 -1.9926 0.8937 0.0 0.3 1.1 0.4525
H 2.5305 -2.4484 -0.2351 -0.7 1.2 -0.4 0.4308
H 3.9347 -0.4358 -1.4130 1.9 -0.6 0.0 0.4814
H 2.4794 -0.1828 -2.2478 0.0 0.2 0.2 0.3466
H 3.2323 1.1867 -1.4061 0.5 0.7 -0.1 0.5093
H -1.1578 0.2695 -2.4381 -0.4 -0.2 -0.2 0.2074
H -0.4047 1.4036 -1.6055 0.7 1.6 -0.3 0.1484
H -2.4156 3.4414 -0.3083 -0.4 0.3 0.8 0.2339
H -1.8734 2.5161 -1.5162 -0.5 -1.0 1.0 0.2501
H -2.2422 -2.8382 -0.9000 1.7 1.7 0.1 0.2684
H -1.2097 -1.7477 -1.8379 -0.5 -0.3 1.7 0.2575
H -2.7244 2.5244 1.9505 -1.5 3.2 1.2 0.1821
H -2.0706 1.0315 2.1710 0.1 -0.5 0.8 0.2112
H 1.1194 1.5123 -0.5478 0.3 0.5 0.4 0.3730
H 0.4578 -0.3485 1.2878 0.0 -2.1 1.3 0.2620
```
Forces are in eV/Å.

Summary:
Charge   +2
Frontier orbital gap (alpha / beta)   7.97 / 7.97 eV
DFT total energy   -645.8679 Eh
Energy relative to the best compared isomer or geometry (same formula, charge and spin)   1.8185 eV
HOMO level (alpha / beta)   -15.56 / -15.56 eV

[2]
Entry from OMol25: C8H22O4Ti as an isolated structure at a distorted geometry (ωB97M-V with the def2-TZVPD basis set).

```
35
Properties=species:S:1:pos:R:3:forces:R:3:mulliken_spin:R:1
Ti -11.7268 -12.9773 -7.2091 0.9 0.1 -0.4 2.8774
C -11.4003 -9.0366 -12.3427 -0.2 -1.0 0.9 0.0045
C -11.8267 -9.7852 -11.0194 1.9 -2.6 0.3 0.0021
C -13.3022 -10.1426 -11.0228 -0.4 1.6 0.2 0.0001
O -11.0477 -10.9663 -10.7076 -1.1 1.9 -0.5 0.0304
H -10.3500 -8.7562 -12.4222 0.1 -0.1 0.6 -0.0002
H -11.9906 -8.1245 -12.4312 -0.2 0.0 -0.4 0.0003
H -11.5365 -9.7622 -13.1446 -0.4 0.2 -0.3 -0.0009
H -11.7605 -9.0878 -10.1843 0.3 0.7 0.3 -0.0012
H -13.8247 -9.1889 -11.0980 -0.5 0.4 -0.7 -0.0001
H -13.5980 -10.3720 -9.9991 0.1 -1.0 -0.1 0.0000
H -13.6589 -10.8090 -11.8081 0.2 -0.3 0.3 -0.0002
C -7.3079 -14.0428 -4.4222 0.9 -0.1 -0.2 0.0002
C -7.9362 -15.0956 -5.3436 -0.5 1.2 -2.3 -0.0005
C -9.2567 -15.5564 -4.7687 -0.5 -1.3 0.5 0.0055
O -8.1229 -14.6466 -6.6661 -0.3 0.0 1.4 0.0385
H -6.3598 -13.6595 -4.7993 0.0 -0.1 -0.7 0.0004
H -6.9723 -14.5077 -3.4952 -0.6 0.1 0.6 0.0002
H -7.9248 -13.1518 -4.3056 -0.4 -0.2 0.3 -0.0002
H -7.2614 -15.9515 -5.3581 0.4 -0.6 0.2 0.0007
H -9.1813 -16.2300 -3.9151 0.4 0.6 1.1 0.0025
H -9.7706 -16.3117 -5.3633 -0.1 0.6 -1.1 0.0015
H -9.9115 -14.7102 -4.5611 -0.2 0.0 0.1 -0.0029
C -11.4004 -9.5490 -4.5186 0.7 0.7 -0.1 0.0111
O -12.4245 -10.5364 -4.6084 0.4 0.4 -0.1 0.0068
H -10.7978 -9.7308 -3.6288 0.1 0.2 0.0 -0.0062
H -10.7134 -9.4860 -5.3625 -0.2 -0.9 -0.3 0.0071
H -11.7886 -8.5304 -4.5173 -0.4 0.1 0.4 -0.0027
H -12.7959 -10.4775 -3.7251 -0.5 -0.5 -0.1 0.0003
C -16.4539 -14.1511 -6.3136 -0.4 -0.2 0.2 0.0026
O -15.2103 -14.7443 -6.6555 -0.2 0.3 -0.2 0.0210
H -17.1956 -14.1688 -7.1122 0.2 0.0 -0.4 -0.0003
H -16.8899 -14.7244 -5.4956 -0.1 0.3 0.3 -0.0003
H -16.3252 -13.1047 -6.0370 0.3 -0.2 0.1 0.0044
H -15.4334 -15.6038 -7.0201 0.3 -0.1 -0.1 -0.0020
```
Forces are in eV/Å.

Summary:
Charge   -1
Frontier orbital gap (alpha / beta)   5.03 / 4.25 eV
DFT total energy   -1468.1130 Eh
Energy relative to the best compared isomer or geometry (same formula, charge and spin)   4.1160 eV
⟨S²⟩   3.759
Spin multiplicity   4
HOMO level (alpha / beta)   -3.27 / -3.14 eV